Below is a molecular structure, C47H52F3N2PSbZn in a non-equilibrium geometry, with properties calculated with ωB97M-V/def2-TZVPD.

Last column: Mulliken charge in e.
Geometry (Å):
H: -1.505 -0.848 4.409  0.75
H: -3.927 -0.698 -4.768  0.47
H: 1.162 5.942 4.007  0.48
C: -1.681 -3.647 -2.572  -0.55
H: -0.067 -1.231 3.472  0.20
C: -1.627 1.833 3.859  -1.95
H: -1.515 -0.619 2.662  -0.24
H: -2.733 -2.650 0.171  0.22
Sb: 0.149 -2.047 -0.657  -1.43
H: -3.958 -3.707 2.033  0.51
C: 4.524 -2.112 -0.747  -0.57
N: -1.022 1.306 -1.750  0.93
H: 1.600 1.228 -6.340  0.42
H: 1.823 -4.614 0.397  0.72
H: -2.329 1.454 4.598  0.51
H: -3.028 -4.669 -3.901  0.50
H: -1.646 -1.457 -4.236  0.33
C: 2.801 1.231 0.749  -1.51
Zn: -0.763 0.557 0.139  4.69
C: 1.078 1.232 -5.395  -1.22
C: -0.981 -5.148 -4.285  0.18
C: 0.419 3.209 2.160  0.58
C: -2.295 1.594 -1.812  -0.24
C: 0.389 0.966 5.066  -1.69
C: 0.346 -4.968 -3.934  -0.75
H: -1.338 2.839 4.157  0.36
H: 3.316 2.749 2.858  0.42
C: -3.157 1.400 -0.730  -0.22
C: -2.166 -4.185 3.099  0.20
C: -0.750 0.450 -4.019  1.16
H: -0.228 0.574 5.873  0.50
C: -4.894 1.257 0.666  -0.96
C: 2.204 -2.680 -0.452  0.45
H: -0.488 4.257 -2.277  0.21
C: 0.835 2.070 -3.147  0.67
P: 0.497 1.393 2.179  -1.16
H: 1.435 3.512 4.029  0.30
N: -2.710 0.752 0.405  1.00
C: 2.338 0.933 2.177  2.61
H: 0.856 4.794 -3.287  0.44
H: 0.978 -3.511 2.131  0.22
H: -2.477 -3.135 -2.051  0.25
C: 2.575 -3.896 0.106  -0.56
H: 1.682 -3.959 -2.617  0.50
C: 0.929 3.981 3.202  -0.45
H: 2.904 -0.897 -1.417  0.56
H: 2.209 0.679 0.017  -0.38
H: 4.245 1.283 3.070  0.55
H: 1.814 -1.143 1.788  0.28
F: 6.165 -3.574 0.079  -0.35
H: -3.682 0.199 2.195  0.52
C: 3.911 -4.212 0.277  -0.77
C: -2.179 -3.099 0.986  -0.63
C: 0.649 -4.107 -2.894  -0.61
H: -0.680 3.240 0.316  0.12
H: 1.289 0.360 5.024  0.37
C: 3.185 -1.812 -0.910  -0.73
C: -3.762 0.671 1.232  -0.86
C: -0.784 -4.141 3.144  -0.60
H: -0.257 -4.542 3.994  0.50
H: 1.127 -5.488 -4.466  0.50
C: 1.507 2.042 -4.361  -0.89
F: -1.293 -5.947 -5.315  -0.33
H: 2.924 1.635 4.177  0.31
H: 1.048 2.668 -1.100  -1.49
H: 2.372 2.673 -4.502  0.51
H: -5.867 1.324 1.112  0.51
C: -0.900 -0.538 3.559  -1.81
H: 0.656 1.984 5.332  0.32
C: 0.781 5.355 3.186  -0.92
H: 3.841 0.939 0.633  0.66
H: 0.020 7.047 2.119  0.42
H: -2.144 1.898 2.901  0.30
H: 4.214 -5.141 0.732  0.47
C: -0.790 -3.070 0.991  1.29
C: -0.358 -3.447 -2.209  0.84
C: -3.096 -0.001 -4.837  -1.60
F: -2.837 -4.707 4.136  -0.35
C: -0.248 3.837 1.112  -0.02
C: 4.869 -3.300 -0.128  0.21
H: 2.726 2.295 0.533  0.45
C: 1.289 3.045 -2.097  0.96
C: -2.879 -3.667 2.032  -0.84
H: 2.371 3.183 -2.163  0.75
C: -0.375 5.215 1.090  -1.03
C: -0.100 -3.571 2.085  -0.66
H: -5.117 2.244 -1.300  0.59
C: -0.310 1.281 -2.974  -1.43
H: 5.295 -1.437 -1.077  0.49
C: -0.033 0.435 -5.209  -0.73
H: -0.885 5.691 0.268  0.59
H: 3.490 -0.878 2.288  0.64
H: -0.366 -0.210 -6.008  0.53
H: 0.887 5.104 -1.547  0.42
H: -2.766 0.038 -5.872  0.38
C: -1.952 -0.454 -3.927  0.08
H: -2.314 -0.520 -2.898  -0.01
C: 0.136 5.975 2.129  -0.83
H: 2.204 -0.796 3.484  0.23
C: 0.592 4.390 -2.313  -1.39
H: -2.709 2.001 -2.731  0.61
C: -2.003 -4.504 -3.609  -0.57
C: 3.242 1.703 3.140  -2.03
C: -4.516 1.720 -0.582  -1.47
C: -0.416 0.899 3.769  2.62
C: 2.460 -0.565 2.453  -1.82
H: -3.457 0.988 -4.565  0.32

* DFT total energy: -4592.0562 Eh
* E_LUMO: -2.39 eV
* total charge: +1
* Kohn-Sham gap: 8.1 eV

***

Below is a molecular structure, C47H52KN6O2SSb in a non-equilibrium geometry, with properties calculated with ωB97M-V/def2-TZVPD.

Last column: Mulliken charge in e.
Geometry (Å):
C: 10.834 10.728 21.262  4.60
H: 11.355 6.090 19.109  0.39
H: 6.100 16.108 13.662  0.42
H: 11.357 15.590 12.333  0.38
C: 10.639 11.726 23.573  -0.18
C: 14.023 9.412 11.206  -0.97
H: 8.569 6.585 16.401  0.43
C: 6.798 7.504 12.175  -0.84
C: 9.802 12.532 11.981  0.70
C: 9.098 8.230 12.136  -0.86
H: 13.016 9.551 14.290  -0.02
C: 6.453 8.628 12.913  -0.75
H: 13.067 7.494 18.560  0.29
C: 10.039 10.692 19.947  -1.90
H: 10.876 5.700 23.344  0.41
C: 9.364 8.330 17.412  0.23
C: 8.131 7.255 11.826  -0.92
C: 8.214 15.399 16.885  0.02
N: 12.182 7.892 18.277  -0.38
C: 9.112 12.781 10.767  0.96
C: 11.866 8.506 21.805  -0.14
C: 6.654 15.890 14.560  -0.92
C: 10.796 6.722 22.981  -0.51
C: 10.744 14.790 11.872  -0.58
H: 5.406 8.845 13.223  0.31
H: 6.914 11.633 12.801  0.27
H: 11.965 8.652 18.894  -0.29
H: 8.771 9.469 22.727  0.58
C: 8.703 9.412 12.739  0.55
N: 8.357 14.659 15.765  -0.02
H: 14.569 9.841 13.628  0.44
C: 11.113 6.063 16.978  -1.60
N: 10.675 11.006 18.882  0.28
H: 10.455 12.682 25.461  0.48
H: 10.498 6.154 14.984  0.45
H: 7.281 12.057 9.741  0.43
H: 8.998 6.750 18.938  0.46
H: 8.412 9.884 19.142  0.69
C: 9.361 13.950 22.579  -0.74
C: 9.806 7.501 18.643  -0.57
C: 7.272 16.467 16.841  -0.49
H: 7.995 10.898 10.820  0.10
H: 11.117 13.427 13.449  0.34
H: 12.753 8.788 21.241  0.31
H: 8.833 14.808 22.230  0.50
H: 11.133 10.788 23.945  0.28
H: 8.661 14.261 9.230  0.44
C: 8.257 11.678 10.113  -1.47
H: 7.239 17.168 17.732  0.27
C: 11.908 7.230 22.362  -0.72
H: 8.742 7.254 23.619  0.37
H: 10.367 9.927 9.988  0.40
C: 9.566 13.852 23.935  -0.59
H: 10.521 5.148 17.199  0.50
C: 10.600 13.584 12.512  -0.94
C: 6.459 16.621 15.734  -0.17
C: 11.969 11.403 19.334  -0.17
Sb: 10.242 10.792 13.120  1.26
H: 5.695 17.407 15.730  0.33
C: 7.626 14.902 14.651  -0.11
C: 9.606 8.814 22.563  0.02
H: 10.090 15.996 10.264  0.29
H: 8.816 11.223 9.268  0.36
C: 13.683 9.270 9.886  -0.49
H: 14.449 8.939 9.190  0.35
H: 6.125 6.704 11.951  0.36
H: 10.090 8.107 11.814  0.71
H: 13.519 11.155 13.894  0.27
C: 6.892 10.970 13.645  -1.53
H: 12.822 11.586 21.178  0.32
H: 12.114 8.137 16.109  0.37
H: 9.438 12.996 20.626  0.11
C: 10.264 12.744 24.437  -0.77
C: 9.204 14.019 10.143  -0.66
H: 7.262 8.438 17.719  0.28
H: 12.814 6.646 22.229  0.42
C: 13.019 9.856 12.156  0.60
H: 10.111 9.081 17.203  0.27
H: 9.356 14.706 24.579  0.36
C: 13.519 10.120 13.527  -1.16
S: 9.155 15.185 18.337  -0.46
H: 8.858 8.065 15.381  -0.51
H: 12.126 5.762 16.730  0.48
H: 7.903 9.797 17.101  0.23
H: 15.047 9.379 11.605  0.34
H: 8.399 6.307 11.384  0.42
C: 10.059 14.973 10.677  -0.46
K: 10.682 13.014 16.702  0.68
C: 9.690 12.895 21.719  -0.27
C: 10.745 9.329 21.909  -1.02
H: 5.825 10.831 14.009  0.43
C: 12.378 9.374 9.431  -1.04
H: 7.409 11.447 14.442  0.29
C: 10.561 6.886 15.803  -0.26
H: 9.984 8.135 19.567  -0.27
H: 8.020 14.325 13.808  0.35
C: 11.161 6.828 18.330  0.38
N: 12.101 11.098 20.693  -0.28
H: 12.152 9.178 8.402  0.46
N: 11.482 7.891 15.318  -0.28
N: 8.065 9.066 17.743  -0.50
O: 8.866 10.120 20.029  -0.49
C: 11.679 9.947 11.723  -0.14
H: 12.142 7.538 14.611  0.39
O: 12.764 11.906 18.581  -0.70
C: 7.378 9.615 13.164  0.81
C: 9.648 7.548 23.070  -0.86
C: 9.219 7.431 16.174  -0.38
C: 11.394 9.775 10.343  0.50
C: 10.355 11.790 22.208  -0.30

* DFT total energy: -3539.6150 Eh
* E_LUMO: 0.35 eV
* energy relative to the best compared isomer or geometry (same formula, charge and spin): 0.0 kcal/mol
* Kohn-Sham gap: 6.7 eV